[1]
{"formula": "C2H5NO", "method": "ωB97M-V/def2-TZVPD", "symbols": ["C", "C", "N", "O", "H", "H", "H", "H", "H"], "positions_angstrom": [[-0.9487, -0.0308, -0.1048], [0.5065, 0.1717, -0.3825], [1.4820, -0.5328, 0.3556], [1.2159, 0.8430, 0.6234], [-1.1932, 0.4327, 0.8673], [-1.3330, -0.9553, -0.1457], [-1.5091, 0.5688, -0.8790], [0.8601, 0.4457, -1.4983], [0.9194, -0.9430, 1.1641]], "forces_ev_per_angstrom": [[0.0208, 4.9104, -0.7542], [0.7256, 0.6657, -2.3442], [-0.5281, -2.0601, 1.8701], [0.0393, 1.8240, -0.4559], [0.1912, -0.2975, -0.3064], [-0.9113, -3.6739, -0.2052], [0.3434, -0.5156, 0.8128], [-0.9691, -0.6599, 2.6414], [1.0883, -0.1931, -1.2583]], "smiles": "C[C@@H]1NO1", "orbital_gap_ev": 11.0, "fmax_ev_per_a": 5.0, "e_above_lowest_kcal_mol": 85.2, "multiplicity": 1, "energy_ev": -5689.5351}

=====

[2]
{"formula": "C2H5NO", "method": "ωB97M-V/def2-TZVPD", "symbols": ["C", "N", "O", "C", "H", "H", "H", "H", "H"], "positions_angstrom": [[-1.8629, 0.0951, -0.0095], [-0.6997, -0.4172, -0.0013], [0.2239, 0.5654, 0.0133], [1.5246, -0.0752, 0.0163], [-2.0873, 1.1814, 0.0460], [-2.6672, -0.6367, 0.0528], [2.1174, 0.5250, -0.7202], [1.4336, -1.0940, -0.4198], [2.0175, -0.1438, 1.0223]], "forces_ev_per_angstrom": [[-0.6802, -0.4303, 0.4792], [-1.6889, 0.3777, 0.0626], [2.2151, -0.3239, 0.2789], [0.5841, 0.2772, -1.0298], [0.3916, -0.7640, -0.1503], [0.0360, 0.3021, -0.2287], [-0.1315, -0.4353, 0.9646], [-0.0559, 0.6659, 0.4488], [-0.6703, 0.3308, -0.8252]], "smiles": "C=NOC", "orbital_gap_ev": 10.9, "fmax_ev_per_a": 2.3, "e_above_lowest_kcal_mol": 71.8, "multiplicity": 1, "energy_ev": -5690.1148}

=====

[3]
{"formula": "C2H5NO", "method": "ωB97M-V/def2-TZVPD", "symbols": ["C", "C", "N", "O", "H", "H", "H", "H", "H"], "positions_angstrom": [[-1.3082, -0.7316, -0.0560], [1.5940, 0.5855, 0.0459], [-0.9114, 0.4802, -0.6513], [-1.6208, 0.4994, 0.5106], [-2.1356, -1.2822, -0.4960], [-0.5768, -1.3349, 0.4750], [1.7609, 1.4019, -0.6244], [1.3788, 0.7898, 1.0747], [1.8191, -0.4080, -0.2785]], "forces_ev_per_angstrom": [[-0.0698, -1.3153, 0.0361], [-0.4468, 0.0911, -0.1952], [0.9383, 0.4988, -0.6846], [-0.5531, 0.6495, 0.8561], [-0.0187, 0.0780, -0.0418], [0.0489, 0.1017, -0.0235], [0.0766, 0.2202, -0.1641], [-0.0732, -0.0012, 0.2678], [0.0979, -0.3229, -0.0508]], "orbital_gap_ev": [9.9, 8.9], "fmax_ev_per_a": 1.3, "e_above_lowest_kcal_mol": 147.6, "multiplicity": 1, "energy_ev": -5686.8272}

=====

[4]
{"formula": "C2H5NO", "method": "ωB97M-V/def2-TZVPD", "symbols": ["C", "C", "N", "O", "H", "H", "H", "H", "H"], "positions_angstrom": [[-0.5652, -0.0648, 0.7550], [0.2486, 0.5620, -1.8578], [0.3182, -0.6229, 1.5661], [-1.7492, 0.1349, 0.9201], [0.5547, -0.4249, -1.6214], [-0.5698, 0.7309, -2.5955], [0.4074, 1.3978, -1.0912], [1.3867, -0.7568, 1.4696], [-0.0314, -0.9563, 2.4551]], "forces_ev_per_angstrom": [[-1.7864, 0.7341, -0.7530], [-1.0892, 2.2821, 0.8920], [2.7646, -0.9532, 1.0010], [1.8005, -0.4450, 0.0008], [0.4587, -0.6130, -0.0441], [0.7950, -0.2999, 0.7476], [0.0871, -1.3804, -1.4786], [-2.9367, 0.6837, -0.5004], [-0.0936, -0.0084, 0.1348]], "orbital_gap_ev": [8.6, 8.6], "fmax_ev_per_a": 3.1, "e_above_lowest_kcal_mol": 100.2, "multiplicity": 1, "energy_ev": -5688.8849}

=====

[5]
{"formula": "C2H5NO", "method": "ωB97M-V/def2-TZVPD", "symbols": ["N", "C", "C", "O", "H", "H", "H", "H", "H"], "positions_angstrom": [[-1.0619, -0.0254, -1.1101], [0.2776, 0.5103, -0.6305], [0.1247, 0.1241, 0.8443], [0.8371, -0.7245, 1.3175], [-1.5718, 0.6575, -1.7945], [-0.9880, -0.9740, -1.4484], [0.3917, 1.6169, -0.9053], [1.0675, -0.0360, -1.2158], [-0.5768, 0.9026, 1.3123]], "forces_ev_per_angstrom": [[-0.7413, 2.7929, -1.1885], [-1.0358, -0.5922, -1.9807], [1.9856, 2.1243, -1.2006], [-1.2549, 0.1944, 0.6485], [1.4146, -2.1934, 1.5937], [-0.0538, 0.2504, -0.2948], [-0.3704, -1.4630, 0.9183], [-0.3173, 0.4931, 1.1347], [0.3732, -1.6067, 0.3695]], "smiles": "NCC=O", "orbital_gap_ev": 10.3, "fmax_ev_per_a": 3.1, "e_above_lowest_kcal_mol": 44.9, "multiplicity": 1, "energy_ev": -5691.2830}

=====

[6]
{"formula": "C2H5NO", "method": "ωB97M-V/def2-TZVPD", "symbols": ["C", "C", "N", "O", "H", "H", "H", "H", "H"], "positions_angstrom": [[-1.1125, 0.0093, -0.0044], [0.3161, 0.5260, -0.0674], [1.2904, -0.4223, 0.0668], [0.5850, 1.6993, -0.2488], [-1.5279, 0.1026, 1.0049], [-1.1903, -1.0376, -0.3140], [-1.7120, 0.6382, -0.6651], [2.2475, -0.1256, -0.0416], [1.1037, -1.3897, 0.2695]], "forces_ev_per_angstrom": [[-0.0415, 0.0704, -0.0433], [-0.0272, -0.0096, -0.0163], [0.1034, 0.0607, -0.0200], [-0.1148, -0.3586, 0.0545], [0.2116, 0.0325, -0.1088], [0.0140, 0.1753, 0.0367], [0.0412, -0.1327, 0.0758], [-0.0991, -0.0183, 0.1167], [-0.0875, 0.1804, -0.0952]], "smiles": "CC(N)=O", "orbital_gap_ev": 10.8, "fmax_ev_per_a": 0.4, "e_above_lowest_kcal_mol": 0.4, "multiplicity": 1, "energy_ev": -5693.2136}

=====

[7]
{"formula": "C2H5NO", "method": "ωB97M-V/def2-TZVPD", "symbols": ["C", "N", "C", "O", "H", "H", "H", "H", "H"], "positions_angstrom": [[-0.0693, 1.3372, 0.0973], [-0.5387, 0.1510, -0.0326], [0.3565, -0.9682, -0.0508], [-2.0176, -0.1739, -0.3347], [-0.7732, 2.2424, 0.1565], [0.9696, 1.4087, 0.2937], [-0.1503, -2.0045, -0.1148], [1.0713, -1.0957, 0.8116], [1.1516, -0.8971, -0.8263]], "forces_ev_per_angstrom": [[-2.5638, 0.6121, 0.4713], [-4.4510, -0.1321, -1.1845], [1.8431, -3.3399, 0.2326], [5.2247, 1.1970, 1.2025], [1.1689, -1.7280, -0.3439], [0.8364, 0.3106, 0.0536], [0.3705, 2.1867, -0.1842], [-1.2965, 0.7620, -0.0003], [-1.1322, 0.1317, -0.2471]], "smiles": "C=[N+](C)[O-]", "orbital_gap_ev": 9.2, "fmax_ev_per_a": 5.5, "e_above_lowest_kcal_mol": 107.3, "multiplicity": 1, "energy_ev": -5688.5766}

=====

[8]
{"formula": "C2H5NO", "method": "ωB97M-V/def2-TZVPD", "symbols": ["C", "C", "N", "O", "H", "H", "H", "H", "H"], "positions_angstrom": [[-1.1264, 0.0086, -0.0039], [0.2915, 0.5353, -0.1194], [1.2701, -0.3969, 0.0888], [0.5489, 1.6948, -0.3825], [-1.3798, -0.1684, 1.0477], [-1.2454, -0.9339, -0.5486], [-1.8091, 0.7568, -0.4091], [2.2256, -0.0750, 0.1106], [1.0641, -1.3256, 0.4184]], "forces_ev_per_angstrom": [[-0.0676, 0.0405, -0.0381], [-0.0125, 0.0657, 0.0051], [0.0619, 0.0533, 0.0321], [-0.0505, -0.3246, 0.0695], [0.0763, 0.0326, -0.1561], [0.0181, 0.1369, 0.0888], [0.1075, -0.1286, 0.0683], [-0.1271, -0.0517, 0.0045], [-0.0062, 0.1758, -0.0741]], "smiles": "CC(N)=O", "orbital_gap_ev": 10.7, "fmax_ev_per_a": 0.3, "e_above_lowest_kcal_mol": 0.0, "multiplicity": 1, "energy_ev": -5693.2274}

=====

[9]
{"formula": "C2H5NO", "method": "ωB97M-V/def2-TZVPD", "symbols": ["C", "N", "H", "H", "H", "C", "O", "H", "H"], "positions_angstrom": [[0.8591, 0.7546, -0.8627], [0.6428, -0.3213, -1.4811], [1.1145, 1.7147, -1.3180], [0.9183, 0.7340, 0.2232], [0.5666, -0.1142, -2.4803], [-1.0203, -0.6883, 1.4848], [-0.0854, -0.5978, 2.2270], [-0.9951, -1.2826, 0.5533], [-2.0006, -0.1990, 1.6539]], "forces_ev_per_angstrom": [[0.7240, 0.1753, 0.5306], [-0.6641, 0.1908, -0.3989], [-0.3343, 0.0134, -0.2058], [0.0202, -0.0413, 0.0534], [0.2925, -0.2850, -0.0127], [-0.4644, -0.3323, -0.4713], [-0.0102, 0.1406, 0.1279], [0.2706, -0.0245, 0.0619], [0.1658, 0.1632, 0.3149]], "smiles": "C=N.C=O", "orbital_gap_ev": 11.0, "fmax_ev_per_a": 0.9, "e_above_lowest_kcal_mol": 56.0, "multiplicity": 1, "energy_ev": -5690.8033}

=====

[10]
{"formula": "C2H5NO", "method": "ωB97M-V/def2-TZVPD", "symbols": ["C", "N", "O", "C", "H", "H", "H", "H", "H"], "positions_angstrom": [[1.8121, -0.0902, 0.0731], [0.6042, 0.3651, 0.1205], [-0.3293, -0.5538, 0.0513], [-1.5289, 0.0624, 0.0438], [2.0992, -1.2039, 0.0162], [2.6351, 0.6048, -0.2271], [-2.0443, -0.3594, -0.8587], [-1.1994, 1.1788, -0.2551], [-2.0488, -0.0037, 1.0359]], "forces_ev_per_angstrom": [[0.2558, -0.7862, -1.0755], [4.2854, 0.7554, -0.4428], [1.1321, -2.7982, 0.8294], [-1.8484, 3.1707, -1.6160], [-0.8579, 1.6319, 0.1876], [-0.9862, -0.3170, 1.0246], [-0.3900, 0.3353, 1.2262], [-1.7351, -2.0741, 0.9513], [0.1444, 0.0821, -1.0847]], "smiles": "C=NOC", "orbital_gap_ev": 10.8, "fmax_ev_per_a": 4.4, "e_above_lowest_kcal_mol": 88.4, "multiplicity": 1, "energy_ev": -5689.3976}